57
Properties=species:S:1:pos:R:3:forces:R:3 method="wB97M-V/def2-TZVPD" homo_lumo_gap_ev="2.019 / 7.803" e_above_lowest_ev=0.9116 spin_multiplicity=2 charge=-1
O -0.62180 -0.62158 1.92589 0.44 0.34 0.47
C -0.63533 -1.61797 1.24690 -2.64 -2.27 1.42
N -1.15983 -2.83944 1.79468 0.87 1.22 -2.48
C -1.59786 -4.07828 1.11283 0.50 0.81 3.31
O -0.73899 -5.16061 1.43877 -0.13 -0.01 -0.27
C -0.26675 -1.61643 -0.17751 0.98 -0.17 -2.02
N 0.91686 -0.76343 -0.37294 1.39 -1.21 1.15
C 0.71032 0.56146 -0.93600 -1.90 -1.51 -0.72
H -1.27212 -2.81434 2.77573 -0.22 0.09 0.92
H -1.67638 -3.93271 0.08188 -0.18 0.39 -1.63
H -2.61108 -4.22925 1.57889 0.98 -0.65 -0.75
H 0.19061 -4.96069 1.18330 -0.81 0.14 0.15
H -1.10753 -1.34695 -0.86394 0.52 0.24 0.83
H -0.04827 -2.64745 -0.52212 0.20 0.28 0.32
H 1.53595 -0.85947 0.50506 -1.43 0.83 -2.03
H 0.38561 0.47267 -1.96571 0.69 -0.65 -0.60
H -0.26458 0.95458 -0.63583 0.49 1.19 1.31
H 1.59797 1.15744 -0.99563 0.21 0.69 0.74
H -5.27516 1.16642 -0.89765 -1.19 -0.12 0.71
H -5.26691 -0.13587 -0.37333 1.25 -2.40 0.71
O -5.90941 0.51841 -0.49320 -0.32 2.54 -1.20
H -1.59085 4.43283 -1.49121 -1.37 0.04 -0.80
H -2.12035 4.30006 -0.23812 -1.30 0.14 -0.24
O -2.52682 4.39636 -1.15269 3.23 0.80 1.30
H 1.81887 1.12503 2.05806 -0.93 0.31 1.23
H 0.93187 2.16470 3.08602 0.91 -1.11 -0.39
O 1.09286 1.81621 2.18765 -0.29 1.13 -0.28
H -3.04472 -0.16227 -0.37439 0.45 0.40 0.86
H -3.62170 -0.29970 -1.69941 0.16 -1.07 0.56
O -3.40759 -0.85922 -0.91345 -0.50 0.54 -1.42
H -3.51235 2.21428 -1.77857 0.23 0.36 -0.21
H -3.28727 2.87645 -0.46072 0.06 1.79 0.64
O -3.31526 2.03985 -0.85887 -0.59 -3.13 -0.58
H 2.75597 -3.27305 1.17729 0.91 -1.13 -1.77
H 3.34749 -3.05081 2.64062 0.65 -0.52 -0.23
O 2.63224 -2.89285 2.01986 -1.66 1.38 1.96
H -0.46374 2.71365 1.73887 -1.78 -0.08 -0.55
H -1.52797 2.12040 0.86630 -0.14 -0.02 0.15
O -1.38181 2.92004 1.39179 1.00 -0.43 0.03
H 3.56274 0.27209 -1.34339 -0.35 -0.64 0.07
H 4.60334 -0.87784 -1.50627 -0.49 0.85 0.10
O 4.50480 0.08924 -1.33886 0.56 -0.38 -0.03
H 3.33512 -0.41434 1.74768 0.39 -0.63 -0.13
H 2.18970 -1.07502 2.57888 0.15 -0.50 -0.30
O 2.62746 -0.24306 2.36917 0.01 1.32 0.26
H -0.33687 1.66577 -4.19786 0.34 -0.76 0.09
H 1.12260 1.35816 -4.06495 0.87 0.10 0.11
O 0.27945 0.91489 -4.06592 -1.16 0.76 -0.49
H 1.93989 4.52361 1.56780 -2.96 0.68 0.26
H 0.82218 3.54846 1.65972 0.22 1.85 -0.17
O 0.89836 4.56104 1.64178 3.54 -2.00 -0.29
H 2.18993 -2.38675 -1.93781 0.02 0.08 1.00
H 2.71863 -2.32499 -3.26929 0.47 0.01 -0.67
O 3.03159 -2.53365 -2.38608 -0.37 0.09 -0.21
H 3.50316 3.14436 -2.33965 0.05 -0.62 -0.85
H 4.13030 1.78330 -2.30110 0.30 -0.37 -0.44
O 3.67453 2.37030 -2.92535 -0.29 1.01 1.12

88
Properties=species:S:1:pos:R:3:forces:R:3 method="wB97M-V/def2-TZVPD" homo_lumo_gap_ev="6.681 / 5.683" e_above_lowest_ev=1.6707 spin_multiplicity=4 charge=+1
Cr 1.38095 -1.20055 0.24395 -1.17 -0.53 4.20
C -1.18367 -1.70894 1.91975 0.68 -0.15 -0.39
C -0.81355 -2.68399 0.96107 1.48 0.16 0.96
C 1.10192 -2.05986 2.20334 -1.61 -1.48 -1.01
C -0.04198 -1.31114 2.65933 0.30 -1.38 -0.89
C 0.59706 -2.96618 1.12620 -0.46 0.66 1.62
C -2.57699 -1.31520 2.24667 -0.42 0.40 0.06
H -3.26239 -1.54664 1.42626 0.01 0.02 0.13
H -2.65303 -0.24252 2.45880 -0.06 -0.11 -0.02
H -2.95023 -1.83708 3.13867 0.10 0.01 -0.14
C -0.11276 -0.56276 3.92581 -0.11 0.63 0.41
H -1.04692 -0.78962 4.45745 0.16 0.04 -0.17
H -0.09064 0.51831 3.75323 -0.01 -0.11 0.10
H 0.71354 -0.83068 4.58890 -0.07 0.08 -0.07
C 2.31072 -2.35422 3.01868 0.30 0.06 0.35
H 1.95298 -2.62864 4.01683 0.39 0.01 0.12
H 3.01805 -1.51699 3.09501 -0.18 -0.23 0.07
H 2.84421 -3.22051 2.61886 0.03 0.17 0.08
C 1.18138 -4.30484 0.84452 0.03 -0.32 0.02
H 0.76245 -5.02045 1.56700 0.22 -0.11 -0.18
H 2.26674 -4.30133 0.96203 -0.07 -0.14 -0.15
H 0.93069 -4.66703 -0.15644 0.13 -0.10 0.06
C -1.74129 -3.50804 0.14360 -0.27 -0.17 -0.41
H -2.10090 -4.38230 0.71376 0.15 0.26 -0.16
H -1.24342 -3.88602 -0.76195 -0.23 0.00 0.34
H -2.62563 -2.93675 -0.16873 0.13 -0.31 0.18
C -2.79861 2.64953 -1.10934 -0.61 0.58 -0.03
C -4.06463 2.31547 -1.40082 -0.03 0.79 0.08
C -4.57827 1.04674 -2.00239 -0.09 -0.34 -0.33
C -3.78971 0.59846 -3.27032 -0.21 0.42 -0.19
C -2.44485 -0.14353 -2.98474 -0.15 -0.77 -1.07
C -2.47283 -0.58500 -1.60552 1.73 -1.30 0.26
C -2.02073 0.27615 -0.51678 0.45 1.38 0.96
C -1.63453 1.72961 -0.89952 -0.09 -0.49 -0.19
H -5.60700 1.20772 -2.35911 0.29 0.08 0.21
H -3.64345 1.47042 -3.92193 -0.17 -0.14 0.09
H -4.66090 0.26004 -1.23599 0.11 -0.04 -0.42
H -0.99105 1.70779 -1.79547 0.07 0.21 0.34
H -2.60295 3.72248 -0.95342 -0.12 -0.56 0.37
H -4.85879 3.05989 -1.23690 0.62 0.00 -0.36
H -0.98013 2.16129 -0.13011 -0.17 -0.28 -0.05
H -2.78325 0.34328 0.26915 0.10 -0.02 0.01
H -2.26852 -1.64645 -1.50368 -0.37 0.09 0.32
H -1.12824 -0.16824 -0.03208 -0.54 0.13 -0.17
H -4.43991 -0.11493 -3.80875 0.44 0.28 0.13
H -2.46361 -1.04161 -3.63636 0.00 0.31 0.36
P -0.78215 0.51830 -3.62503 -0.92 0.83 -2.41
C -0.83682 2.27609 -4.14180 -0.11 0.31 0.15
C -0.67401 -0.20842 -5.31594 0.06 -0.34 0.04
P 0.88518 -1.20984 -1.70748 -0.14 -0.25 -0.29
C 0.82079 0.13543 -2.90393 0.27 0.47 -1.20
C 0.38518 -2.73192 -2.54750 -0.04 -0.09 -0.75
C 2.71878 -1.46576 -1.54663 0.08 0.07 -1.15
H 0.11515 2.77722 -3.92712 -0.18 -0.18 -0.02
H -1.63948 2.83859 -3.65891 0.09 -0.13 0.11
H -1.01333 2.30074 -5.22459 0.05 0.03 0.36
H -0.19171 0.52547 -5.98066 -0.15 -0.35 0.27
H -1.67662 -0.44675 -5.70200 0.31 0.17 0.10
H -0.06624 -1.12173 -5.33211 -0.25 0.10 0.08
H 3.10568 -0.72228 -2.24754 0.71 -0.20 0.35
H 2.96250 -2.47885 -1.87853 0.08 0.15 -0.03
H 3.21001 -1.28294 -0.55593 -0.32 0.13 -0.31
H 1.24872 1.05302 -2.45446 -0.28 -0.63 0.04
H 1.47883 -0.19946 -3.73032 -0.47 0.56 -0.09
H 0.75805 -3.53913 -1.90735 0.01 0.17 -0.20
H 0.85327 -2.79590 -3.53624 -0.15 -0.24 0.03
H -0.69769 -2.87457 -2.63022 0.18 0.23 -0.09
C 0.97120 3.12604 3.37413 0.04 0.23 0.46
C 1.72614 2.54079 2.20070 0.32 0.61 0.26
C 1.92095 3.63265 1.15641 0.08 0.22 -0.12
O 0.92505 1.51924 1.60467 0.86 -0.45 0.09
B 1.83893 0.54691 1.21263 -0.19 -0.34 -1.68
O 3.14697 0.71370 1.64899 -1.34 0.10 -0.05
C 3.07672 1.80747 2.56245 0.58 0.56 0.82
C 4.35053 2.59152 2.33340 0.12 0.48 -0.06
C 3.10049 1.26719 3.99061 -0.14 -0.17 0.34
H 0.72596 2.39386 4.15093 0.17 0.11 -0.21
H 0.02695 3.56968 3.03679 0.21 -0.05 -0.05
H 1.57868 3.91771 3.82915 -0.19 -0.07 0.04
H 0.94204 4.00878 0.83781 0.12 -0.04 0.12
H 2.49474 4.46217 1.58492 -0.10 -0.06 -0.21
H 2.43755 3.26326 0.26348 -0.01 -0.01 0.18
H 4.40280 3.45196 3.00865 0.11 -0.04 -0.12
H 5.21342 1.93915 2.51754 -0.24 0.15 0.05
H 4.41354 2.93630 1.29749 0.04 0.01 0.18
H 2.21603 0.65653 4.22524 0.28 0.27 -0.13
H 3.98467 0.62872 4.13489 -0.21 0.23 -0.13
H 3.15724 2.09392 4.71490 -0.04 -0.27 -0.18

24
Properties=species:S:1:pos:R:3:forces:R:3 method="wB97M-V/def2-TZVPD" homo_lumo_gap_ev=8.990 e_above_lowest_ev=1.1145 smiles="C/C=C(/C)C[C@@H](C)[NH3+]" charge=+1
C -0.67997 0.33626 -2.58095 -0.85 0.04 -0.77
C -0.31868 -0.91103 -1.84868 0.73 -0.52 0.45
C 0.38768 -1.01769 -0.71762 -1.24 0.09 -0.10
C 0.66415 -2.35472 -0.09663 1.43 0.46 0.23
C 0.74294 0.21441 0.06700 1.77 0.31 -0.70
C -0.32072 0.66753 1.03833 0.45 1.18 0.03
C -0.16818 0.12592 2.43335 -0.92 -1.29 0.66
N -0.25032 2.23071 1.19626 0.08 0.32 -0.84
H 0.20310 0.89942 -2.87468 -0.02 0.26 0.10
H -1.44936 0.98497 -2.14108 0.50 0.05 0.67
H -1.22333 0.09824 -3.49772 0.42 -0.29 -0.20
H -0.50408 -1.87353 -2.31281 -0.40 0.16 -0.26
H 0.34993 -2.39790 0.94118 -0.58 -0.17 0.08
H 0.30490 -3.18469 -0.68626 -0.33 -0.13 0.02
H 1.75136 -2.48703 0.01276 -0.05 -0.02 -0.25
H 1.16929 0.98488 -0.59821 -1.31 0.30 -0.41
H 1.70491 0.09398 0.54716 0.12 -0.76 1.07
H -1.28504 0.56366 0.56910 -0.45 -0.52 0.21
H 0.85931 -0.03591 2.75277 0.09 0.64 0.01
H -0.60761 -0.86080 2.57012 0.02 -0.39 -0.76
H -0.80271 0.61477 3.17315 0.39 0.71 0.07
H -1.01632 2.69469 0.70395 -0.23 -0.21 0.13
H -0.29649 2.51252 2.17017 0.12 0.06 0.20
H 0.57135 2.64595 0.74895 0.27 -0.28 0.35

55
Properties=species:S:1:pos:R:3:forces:R:3 method="wB97M-V/def2-TZVPD" homo_lumo_gap_ev="7.944 / 7.893" spin_multiplicity=7 charge=0
Co 0.98712 -2.42572 -1.23868 0.82 0.28 0.09
Co 2.00028 0.30862 -2.34070 -0.11 -2.23 -0.23
C 3.10849 -2.06376 -2.51806 -8.44 2.36 -1.84
O 2.83932 -1.36798 -1.44210 1.34 1.18 4.12
O 2.51155 -3.19728 -2.52221 1.92 -1.63 0.18
O 2.84225 -1.24522 -3.51328 2.57 0.44 -1.46
C -0.20182 -0.18752 -1.04877 6.84 -4.89 0.37
O 0.67623 0.72170 -0.82433 -1.25 3.30 1.71
O -0.34530 -1.18843 -0.21335 -2.26 1.46 1.36
O 0.08465 -0.70412 -2.20477 -1.05 -0.41 -3.99
C 0.37676 -5.45155 1.53114 0.27 -0.17 0.11
C 0.53962 -3.93208 1.44504 -1.63 -1.20 0.85
O 1.48225 -3.54981 0.44921 0.04 0.25 0.11
H -0.14201 -5.74303 2.44623 -0.07 0.28 0.03
H 1.35237 -5.94233 1.59041 0.00 0.01 -0.14
H -0.19350 -5.88974 0.71254 0.16 0.17 -0.19
H 0.78131 -3.57733 2.44944 0.47 0.40 -0.30
H -0.44064 -3.51316 1.21001 0.25 0.32 -0.22
H 2.35287 -3.75368 0.81240 0.18 0.19 -0.59
C -2.82859 2.79339 -1.17610 -0.26 -0.22 0.16
C -2.70271 4.21616 -0.66323 -0.57 -0.38 0.06
O -2.25586 4.19319 0.68123 0.38 0.38 -0.40
H -3.33727 2.76939 -2.14225 0.30 -0.16 -0.10
H -3.41028 2.19026 -0.47575 -0.19 0.18 0.02
H -1.85139 2.30265 -1.19988 0.08 0.15 -0.41
H -3.68319 4.69862 -0.67517 -0.04 -0.09 0.19
H -2.10554 4.81247 -1.36384 0.43 0.02 0.35
H -1.34109 3.85137 0.66316 -0.15 0.12 0.15
C 0.66231 4.81156 2.53115 0.17 -0.11 0.31
C 1.12808 3.50610 1.88222 -0.27 0.59 0.70
O 0.42040 3.30736 0.66673 0.10 -0.26 -0.28
H 1.21909 5.68617 2.19643 -0.05 -0.03 -0.14
H 0.80689 4.71413 3.60987 0.14 0.15 -0.02
H -0.40207 5.00015 2.39678 -0.01 -0.15 -0.21
H 0.93593 2.70613 2.59921 -0.05 -0.24 -0.28
H 2.20997 3.55530 1.71991 -0.02 -0.10 -0.17
H 0.50725 2.38770 0.37175 0.08 0.13 0.07
C 2.80041 0.28670 1.78365 0.00 0.44 -0.18
O 1.41495 0.22219 1.99722 -0.38 -0.08 0.37
H 3.23639 0.57590 2.74014 0.25 -0.34 -0.08
H 3.18390 -0.66089 1.39016 0.24 0.09 0.21
H 3.05124 1.08784 1.07342 0.08 -0.10 -0.03
H 0.97844 0.18534 1.14434 -0.18 -0.13 -0.23
C -1.35902 -1.80369 -5.28070 0.07 -0.07 1.21
O -0.86948 -0.54102 -4.82098 0.01 -0.17 -0.63
H -1.56633 -1.87949 -6.34432 0.13 0.64 -0.07
H -0.62170 -2.57632 -5.03568 -0.13 -0.15 -0.11
H -2.28027 -1.99132 -4.71881 -0.09 -0.42 -0.30
H -0.66575 -0.68730 -3.88473 -0.01 0.25 -0.23
C -2.00427 -1.08987 2.58540 0.04 0.97 0.37
O -2.47625 -1.76237 1.43571 0.61 -0.09 0.08
H -1.84885 -0.01894 2.39577 -0.11 -0.01 -0.15
H -2.73876 -1.13089 3.38874 -0.10 -0.32 -0.12
H -1.03688 -1.42194 2.97827 -0.06 -0.46 -0.16
H -1.78148 -1.59360 0.76999 -0.47 -0.12 0.09

10
Properties=species:S:1:pos:R:3:forces:R:3 method="wB97M-V/def2-TZVPD" homo_lumo_gap_ev=9.739 e_above_lowest_ev=0.0014 smiles=Nc1nc[nH]n1 charge=0
N -0.89157 1.73540 0.33073 -0.06 -0.06 0.03
C -0.24997 0.52990 0.12363 -0.05 0.01 0.11
N 0.08517 0.10538 -1.12770 0.03 -0.10 0.14
C 0.70814 -1.02767 -0.88354 0.03 -0.06 0.03
N 0.74591 -1.26519 0.43262 0.08 -0.12 -0.10
N 0.11979 -0.26657 1.11072 -0.03 0.12 -0.22
H -1.52865 1.97739 -0.41397 0.09 0.01 0.05
H -1.30464 1.81869 1.24806 0.02 -0.02 -0.08
H 1.14131 -1.69105 -1.62048 -0.07 0.09 0.11
H 1.14419 -2.04541 0.92852 -0.05 0.12 -0.06

64
Properties=species:S:1:pos:R:3:forces:R:3 method="wB97M-V/def2-TZVPD" homo_lumo_gap_ev="4.007 / 4.003" e_above_lowest_ev=0.0000 spin_multiplicity=3 charge=-1
O 0.17595 2.44550 -3.37819 0.38 1.23 -1.04
C 0.56474 3.31244 -4.49881 -0.15 -0.33 0.21
C -0.64022 4.24653 -4.27836 0.29 -0.23 0.04
H 0.47569 2.80894 -5.47225 0.49 -0.14 0.36
H 1.57662 3.70379 -4.30821 -0.38 0.02 -0.33
C -0.86372 3.39386 -3.00675 -0.25 0.30 0.22
H -1.39190 4.13631 -5.06393 0.01 0.01 0.19
H -0.43512 5.30676 -4.10080 -0.03 -0.23 -0.04
C -2.19652 2.67706 -2.88225 0.21 -0.10 -0.22
H -2.44359 2.22873 -3.86027 -0.04 0.18 0.36
H -2.97405 3.38914 -2.59528 -0.04 -0.15 0.02
H -2.12708 1.85484 -2.15707 -0.08 0.38 0.01
C -0.43443 4.20945 -1.79963 -0.40 0.02 0.09
H 0.50184 4.72607 -2.03174 -0.09 -0.02 0.12
H -0.30383 3.62812 -0.89401 0.03 -0.19 -0.41
H -1.21742 4.94879 -1.58601 0.19 0.06 -0.09
Ni -0.58413 0.75411 1.32188 -0.69 0.42 0.29
C 0.14118 2.26718 2.55549 1.03 0.83 -0.32
C 0.92879 1.09327 2.62440 1.32 0.99 0.61
C 1.36455 0.75806 1.31014 1.47 0.83 -0.03
H 1.17407 0.58455 3.54875 -0.16 -0.09 -0.32
C 0.80987 1.72733 0.40591 1.81 0.86 -0.11
C 0.06465 2.65685 1.18447 0.98 0.94 0.38
H -0.35022 3.57657 0.81907 -0.39 -0.04 0.20
H -0.28556 2.81190 3.38473 -0.18 -0.23 -0.04
H 2.03920 -0.04973 1.07512 -0.24 -0.01 -0.01
H 0.99773 1.79315 -0.65269 -0.09 -0.12 -0.03
C -1.35255 -0.59278 2.59569 -1.29 -0.86 0.87
C -2.25176 0.49906 2.41323 -1.15 -0.77 0.72
C -2.55176 0.60303 1.03301 -1.48 -0.65 -0.21
H -2.66983 1.11787 3.19506 0.25 0.08 -0.05
C -1.85153 -0.43948 0.36530 -1.74 -0.98 -0.29
C -1.09903 -1.17056 1.33170 -1.19 -1.15 -0.31
H -0.49299 -2.04319 1.15433 0.15 0.16 0.14
H -0.94573 -0.93348 3.54451 0.09 0.16 -0.35
H -3.27326 1.27671 0.58181 0.30 0.00 0.05
H -1.97606 -0.66926 -0.68295 0.10 0.05 0.45
O -0.14415 -0.30454 -1.51781 1.44 -1.45 -2.32
C -0.64812 -0.30981 -2.88080 0.01 0.43 0.39
C 0.16218 -1.25334 -3.75447 0.68 -0.32 0.21
H -0.49334 0.68924 -3.26866 -0.43 -0.13 0.18
H -1.72167 -0.54890 -2.89335 0.08 -0.13 0.17
C 1.07323 -2.03123 -2.76686 -0.02 0.20 0.05
H 0.84138 -0.67341 -4.39593 -0.45 -0.12 -0.08
H -0.48271 -1.88712 -4.37978 0.32 0.10 0.20
C 0.75489 -1.45538 -1.38400 -0.51 0.28 0.87
H 2.12559 -1.84581 -3.00347 -0.17 -0.24 -0.08
H 0.88123 -3.11060 -2.75509 0.14 0.25 -0.16
H 1.62706 -1.09973 -0.80144 -0.38 -0.28 -0.46
H 0.27299 -2.25683 -0.78748 0.05 0.60 -0.11
Cl 1.55890 -1.90121 5.74021 0.06 0.87 0.51
C 1.37946 -3.32205 4.81005 -0.48 -1.64 -1.07
C 1.04870 -4.51008 5.42119 0.00 -0.75 -0.40
C 0.94443 -5.70353 4.65956 0.13 -0.06 0.42
C 1.22531 -5.67920 3.27546 -0.08 0.32 -0.02
C 1.49433 -4.48968 2.62877 -0.31 -0.79 0.83
C 1.55067 -3.26474 3.37279 0.66 1.17 -0.40
C 1.84112 -2.09952 2.69031 0.18 0.26 0.56
H 0.90518 -4.55177 6.50544 -0.01 0.08 -0.34
H 0.68749 -6.64960 5.14857 0.15 0.40 -0.12
H 1.23932 -6.61436 2.70720 -0.16 0.21 0.17
H 1.65327 -4.42645 1.55083 0.05 -0.14 0.27
H 2.17119 -2.18346 1.66060 -0.13 0.17 -0.04
H 1.94944 -1.15439 3.22273 0.12 -0.48 -0.37

| no. | maximum force (eV/Å) |
| --- | --- |
| 1 | 4.073 |
| 2 | 4.389 |
| 3 | 1.927 |
| 4 | 8.954 |
| 5 | 0.258 |
| 6 | 3.097 |